Entry 1:
# C9H12O

A single C9H12O molecule at a distorted geometry (wB97M-V/def2-TZVPD, OMol25).

Geometry as ORCA input:
```
! wB97M-V def2-TZVPD RIJCOSX def2/J DEFGRID3
* xyz 0 1
C -0.447 1.589 0.115
C -0.286 -1.465 -0.179
C -1.754 1.218 0.209
C -1.724 -1.268 -0.110
C 0.879 0.969 -0.304
C 0.453 -1.011 0.851
C 1.674 -0.149 0.513
C -2.394 -0.096 0.041
C 2.810 -0.646 -0.309
O -3.709 -0.145 -0.146
H -0.204 2.706 0.291
H 0.079 -1.779 -1.051
H -2.586 1.917 0.402
H -2.187 -2.228 -0.386
H 0.830 0.579 -1.229
H 1.629 1.894 -0.558
H -0.206 -0.603 1.755
H 2.198 0.390 1.290
H 3.277 -1.392 0.282
H 3.585 0.084 -0.574
H 2.383 -0.976 -1.201
H -4.301 0.412 0.297
*
```

Calculated values
* LUMO: 0.0274 Eh
* energy relative to the best compared isomer or geometry (same formula, charge and spin): 4.270 eV
* max |F|: 5.18 eV/A
* E_HOMO: -0.2944 hartree

Atomic partial charges in e from the Mulliken method, atoms 1 to 2:
1. C -0.44
2. C -0.64



Entry 2:
# C9H12O2

A single C9H12O2 molecule at a distorted geometry (wB97M-V/def2-TZVPD, OMol25).

Geometry as ORCA input:
```
! wB97M-V def2-TZVPD RIJCOSX def2/J DEFGRID3
* xyz 0 1
C 2.915 -1.185 -0.692
C 0.642 -0.698 0.241
C -0.406 -1.700 0.354
C -1.766 -1.357 0.272
C -2.070 -0.006 -0.024
C -3.464 0.359 -0.188
C -1.100 0.943 -0.285
C 0.223 0.535 -0.168
C 1.890 1.898 0.703
H 3.839 -1.724 -0.465
H 3.183 -0.048 -0.997
H 2.391 -1.796 -1.524
H -0.061 -2.710 0.598
H -2.717 -2.008 0.332
H -3.798 1.109 -0.952
H -3.787 0.640 0.815
H -4.015 -0.557 -0.355
H -1.315 1.919 -0.605
H 1.242 1.927 1.689
H 2.390 2.972 0.458
H 2.729 1.037 0.791
O 1.942 -1.189 0.390
O 1.112 1.638 -0.389
*
```

Calculated values
* LUMO: 0.0351 Eh
* energy relative to the best compared isomer or geometry (same formula, charge and spin): 2.799 eV
* max |F|: 3.56 eV/A
* E_HOMO: -0.3167 hartree

Atomic partial charges in e from the Mulliken method, atoms 1 to 2:
1. C -0.58
2. C 0.19



The evaluated DFT total energy for the records listed, in turn: -425.21384, -500.51854 Eh.